# 1
21
Properties=species:S:1:pos:R:3:forces:R:3 method="wB97M-V/def2-TZVPD" multiplicity=2 max_force_ev_per_a=1.66 orbital_gap_ev="10.41 / 7.08" relative_energy_kj_mol=34.1 charge=+2 s2=0.7520 energy_ha=-328.17451 e_homo_ev="-19.6 / -19.6"
C 1.875191 1.088732 -0.154425 -0.2 -0.2 -0.9
C 0.466087 0.591571 0.145806 0.6 0.3 0.7
C 0.276715 -0.901176 -0.150273 0.2 0.1 -0.8
C 0.377961 -1.219299 -1.595483 -1.2 -0.1 -0.4
C -0.153841 -2.417878 -2.173029 0.8 1.0 1.1
N 0.176935 0.818873 1.622199 -0.2 -0.4 -0.2
H 2.202519 0.631920 -1.095398 0.1 0.1 0.1
H 2.633550 0.834048 0.579112 0.0 0.0 0.3
H 1.821044 2.155371 -0.359344 0.4 0.1 0.3
H -0.216864 1.240296 -0.398814 -0.4 -0.4 0.0
H 1.032462 -1.497156 0.394040 -0.1 -0.1 0.0
H -0.707274 -1.290643 0.129410 -0.1 -0.1 0.4
H 0.598636 -0.445093 -2.328271 0.4 0.1 0.2
H -0.212554 -2.444958 -3.251891 -0.1 -0.5 -0.1
H -0.487645 -3.181705 -1.477238 -0.1 -0.4 -0.5
H -0.855459 0.850714 1.800977 0.0 0.1 -0.2
H 0.609621 0.071932 2.169176 0.0 0.1 0.2
H 0.569345 1.701710 1.956677 0.0 0.1 -0.1
H -2.834968 2.025797 0.820506 0.2 -0.1 0.2
H -3.274852 0.971429 1.828006 0.1 0.0 0.1
O -2.493810 1.288916 1.353602 -0.3 0.1 -0.2


# 2
22
Properties=species:S:1:pos:R:3:forces:R:3 method="wB97M-V/def2-TZVPD" max_force_ev_per_a=2.52 orbital_gap_ev=6.99 relative_energy_kj_mol=62.4 charge=-1 energy_ha=-404.13079 e_homo_ev=-3.4
C 0.604548 0.363029 -0.297501 -1.5 0.4 -0.4
N 0.495092 -0.559478 0.810153 -0.6 -0.7 0.2
C 0.391937 -2.049592 0.322906 0.0 1.6 -0.3
O 1.544098 -2.431180 -0.199776 0.0 -0.6 -0.4
C -0.815138 0.589643 -0.928223 1.8 -0.3 0.4
C -1.697319 1.324309 0.059256 -1.9 1.2 -1.1
C -1.881276 2.783489 -0.450186 0.1 -1.0 -0.8
H 0.850558 1.416571 0.016973 0.5 -1.0 0.0
H 1.259217 0.001578 -1.093066 0.4 0.1 0.0
H 1.372647 -0.590979 1.314597 0.1 0.1 0.0
H 0.149452 -2.596202 1.248312 -0.5 0.0 0.1
H -0.501505 -2.052984 -0.411764 0.8 -0.2 1.0
H -1.250629 -0.343482 -1.295422 0.1 0.1 0.2
H -0.592139 1.209690 -1.810471 -0.4 0.0 0.1
H -2.695699 0.845875 0.024916 0.3 0.2 0.4
H -1.400405 1.430606 1.101343 0.5 -0.8 -0.1
H -0.898463 3.196072 -0.657537 0.3 0.5 0.7
H -2.509663 3.367552 0.206886 0.1 0.5 0.2
H -2.295203 2.795160 -1.464595 -0.5 -0.2 0.2
H 3.855217 -2.473030 1.595830 -0.4 -0.2 -0.3
H 2.532745 -2.986588 0.769674 0.9 0.4 -0.5
O 3.481921 -3.240067 1.137697 0.0 -0.2 0.7